[1]
ORCA calculation (ωB97M-V with the def2-TZVPD basis set) on C35H59CoFN11O3 as an isolated structure.

Structure (XYZ):
```
110
Properties=species:S:1:pos:R:3:mulliken_charge:R:1
Co -0.053 0.554 -0.493 1.383
C -2.171 4.152 1.874 -1.229
N -1.008 4.436 1.045 0.454
C -0.131 5.496 1.522 -0.999
C -0.485 3.471 0.188 -0.664
N -0.299 2.238 0.567 1.494
C -0.427 1.955 2.002 -1.275
C 0.455 0.819 2.456 -0.860
N 0.289 -1.009 0.951 1.012
C -2.061 -1.827 0.763 -1.276
C -2.597 -1.038 -0.408 -2.275
N -2.129 0.351 -0.548 0.521
C -3.074 1.240 -0.688 -0.463
N -2.977 2.242 -1.614 0.830
C -3.762 3.464 -1.543 -1.242
C -2.448 1.938 -2.943 -0.963
N -4.243 1.202 0.027 0.505
C -5.542 1.352 -0.616 -1.160
C -4.269 0.704 1.392 -1.173
C 1.721 -1.388 1.021 -1.193
C 2.438 -0.960 -0.236 -1.470
N 2.232 0.471 -0.446 0.457
C 3.276 1.111 -0.899 0.019
N 3.491 2.447 -0.663 0.412
C 3.106 3.065 0.593 -1.026
C 4.329 3.259 -1.532 -1.331
N 4.258 0.471 -1.609 0.414
C 5.673 0.702 -1.374 -1.166
C 3.910 -0.400 -2.724 -1.120
N -0.170 3.952 -1.058 1.127
C 0.623 3.236 -2.048 -0.991
C -0.474 5.320 -1.476 -1.521
H -2.845 5.012 1.846 0.301
H -2.708 3.288 1.484 0.403
H -1.915 3.961 2.920 0.355
H 0.322 5.241 2.486 0.311
H 0.671 5.680 0.807 0.270
H -0.694 6.423 1.647 0.307
H -0.135 2.828 2.590 0.747
H -1.453 1.700 2.273 -0.205
H 1.445 0.904 2.007 0.007
H 0.565 0.874 3.538 0.574
H -2.617 -2.764 0.793 0.483
H -2.252 -1.310 1.705 0.361
H -2.335 -1.560 -1.328 0.783
H -3.685 -1.067 -0.363 0.776
H -4.167 3.601 -0.544 0.379
H -3.127 4.317 -1.781 0.226
H -4.592 3.459 -2.254 0.463
H -1.739 1.115 -2.901 0.133
H -3.262 1.664 -3.624 0.324
H -1.964 2.822 -3.351 0.286
H -5.420 1.570 -1.673 0.371
H -6.107 0.420 -0.529 0.354
H -6.129 2.149 -0.155 0.329
H -3.258 0.681 1.794 0.208
H -4.881 1.369 2.007 0.349
H -4.693 -0.303 1.462 0.430
H 2.159 -0.908 1.891 0.710
H 1.830 -2.464 1.156 0.523
H 3.495 -1.192 -0.100 0.905
H 2.082 -1.546 -1.078 0.171
H 2.311 2.495 1.057 0.123
H 3.958 3.137 1.278 0.343
H 2.742 4.081 0.406 0.271
H 4.427 2.791 -2.508 0.399
H 3.863 4.238 -1.669 0.448
H 5.327 3.427 -1.119 0.371
H 5.816 1.291 -0.469 0.348
H 6.175 -0.258 -1.233 0.345
H 6.159 1.215 -2.210 0.366
H 2.829 -0.511 -2.798 0.293
H 4.274 0.028 -3.662 0.358
H 4.360 -1.390 -2.604 0.318
H 0.525 2.168 -1.990 -0.001
H 0.289 3.528 -3.041 0.676
H 1.677 3.472 -1.964 0.007
H -1.223 5.766 -0.834 0.480
H 0.421 5.952 -1.463 0.322
H -0.851 5.304 -2.501 0.396
C 0.850 -6.636 -1.710 -1.932
C 0.353 -6.435 -0.289 0.612
C 1.267 -7.097 0.725 -1.007
C 0.632 -7.029 2.100 -1.225
C 0.177 -5.623 2.432 1.459
C -0.057 -5.293 3.756 -0.694
C -0.455 -4.016 4.067 -0.385
F -0.699 -3.697 5.353 -0.382
C -0.610 -3.050 3.107 -0.805
C -0.361 -3.340 1.762 0.710
C -0.579 -2.232 0.697 1.116
O -0.116 -0.459 2.222 -0.433
C -0.188 -2.747 -0.675 -0.546
C 0.110 -4.044 -0.867 -0.879
N 0.220 -5.008 0.078 0.062
C 0.008 -4.654 1.429 -0.734
C -0.121 -1.946 -1.963 -0.311
O -0.130 -2.531 -3.037 -0.822
O 0.018 -0.646 -1.900 -0.577
H 1.007 -7.705 -1.863 0.456
H 1.804 -6.124 -1.871 0.347
H 0.138 -6.297 -2.465 0.515
H -0.639 -6.894 -0.199 0.183
H 2.228 -6.573 0.719 0.300
H 1.450 -8.132 0.435 0.389
H 1.326 -7.370 2.869 0.470
H -0.226 -7.705 2.133 0.387
H 0.070 -6.032 4.540 0.509
H -0.925 -2.069 3.419 0.660
H 0.296 -4.342 -1.886 0.829
```

Values from the calculation:
Relative energy (zero: lowest compared OMol25 entry of this formula, charge and spin), kJ/mol: 272.9
Net charge: +1
HOMO energy (spin up / spin down), Eh: -0.34478 / -0.34471
Maximum force, Eh/bohr: 0.0109
Spin multiplicity: 2
E_tot, Eh: -3679.5204
Gap between HOMO and LUMO (spin up / spin down), Eh: 0.284 / 0.284

=====

[2]
ORCA calculation (ωB97M-V with the def2-TZVPD basis set) on a 10-piece molecular cluster, C35H60N2O36S9 overall.

Structure (XYZ):
```
142
Properties=species:S:1:pos:R:3:mulliken_charge:R:1
C -2.688 -0.564 0.697 -1.631
C -1.792 -0.064 -0.478 0.767
C -2.492 -0.121 -1.857 0.154
C -2.553 -1.531 -2.524 -0.987
C -1.312 -2.429 -2.300 -0.879
C -0.157 -2.169 -3.318 0.025
C 0.589 -0.829 -3.075 2.586
C 2.044 -1.079 -2.595 -1.171
C 2.868 0.239 -2.561 -0.971
C 2.434 1.094 -1.361 0.497
C 2.324 2.521 -1.506 -0.726
N 1.963 3.366 -0.565 -0.656
C 1.651 2.707 0.594 0.427
C 1.223 3.483 1.722 -0.592
C 0.930 2.916 2.929 -0.678
C 1.008 1.491 3.091 -0.845
C 1.407 0.742 2.023 -0.026
C 1.749 1.314 0.765 -0.106
N 2.174 0.474 -0.231 0.018
H -3.238 -1.472 0.460 0.286
H -2.012 -0.684 1.562 0.418
H -3.346 0.280 0.973 0.415
H -1.607 1.006 -0.268 -0.115
H -0.791 -0.524 -0.464 -0.140
H -3.542 0.186 -1.680 0.777
H -2.079 0.650 -2.528 -0.672
H -2.608 -1.356 -3.617 0.350
H -3.472 -2.071 -2.255 0.391
H -0.938 -2.442 -1.265 0.370
H -1.639 -3.467 -2.513 0.456
H -0.532 -2.278 -4.349 -0.701
H 0.573 -2.977 -3.114 0.368
H 0.699 -0.342 -4.066 0.211
H 0.064 -0.129 -2.413 -1.977
H 2.554 -1.825 -3.227 0.646
H 1.950 -1.530 -1.592 0.130
H 2.631 0.799 -3.480 0.312
H 3.939 -0.005 -2.479 0.417
H 2.594 2.948 -2.480 0.643
H 1.123 4.569 1.640 0.518
H 0.638 3.536 3.779 0.495
H 0.770 0.978 4.024 0.561
H 1.467 -0.346 2.132 0.658
C -0.893 -3.093 -9.140 -0.385
C -2.057 -3.293 -8.192 -0.413
O -1.449 -3.480 -6.912 -0.363
S -0.093 -2.612 -6.837 1.241
O -0.381 -1.388 -6.182 -0.381
O 0.961 -3.468 -6.431 -0.667
O 0.057 -2.310 -8.409 -0.222
H -0.425 -4.046 -9.399 0.263
H -1.185 -2.574 -10.051 0.356
H -2.667 -4.154 -8.454 0.343
H -2.688 -2.402 -8.143 0.265
C 3.604 2.104 -8.473 -0.426
C 2.479 2.355 -9.454 -0.075
O 2.222 1.072 -10.043 -0.394
S 2.503 -0.078 -8.957 1.044
O 1.272 -0.458 -8.364 -0.309
O 3.387 -1.027 -9.533 -0.615
O 3.318 0.823 -7.902 -0.303
H 4.569 2.042 -8.982 0.318
H 3.652 2.864 -7.697 0.322
H 2.747 3.081 -10.219 0.358
H 1.575 2.682 -8.943 0.142
C 4.397 -0.066 3.238 0.118
C 4.871 1.244 3.826 0.096
O 5.823 0.866 4.829 -0.278
S 6.573 -0.484 4.356 1.032
O 7.815 -0.128 3.765 -0.588
O 6.482 -1.429 5.410 -0.570
O 5.557 -0.897 3.190 -0.222
H 3.659 -0.548 3.885 0.196
H 3.979 0.057 2.242 -0.116
H 4.063 1.823 4.263 0.046
H 5.389 1.850 3.078 0.329
C -4.687 -1.627 4.905 -0.345
C -5.200 -3.049 4.817 -0.218
O -5.734 -3.160 3.490 -0.364
S -4.879 -2.232 2.492 1.227
O -3.921 -3.048 1.839 -0.540
O -5.781 -1.392 1.788 -0.591
O -4.127 -1.360 3.609 -0.212
H -5.503 -0.921 5.076 0.251
H -3.938 -1.502 5.672 0.361
H -5.964 -3.262 5.556 0.229
H -4.387 -3.772 4.918 0.266
C -6.034 -4.740 9.508 -0.330
C -6.961 -3.542 9.501 -0.319
O -6.086 -2.409 9.541 -0.336
S -4.726 -2.757 8.762 0.955
O -4.819 -2.244 7.436 -0.358
O -3.633 -2.462 9.608 -0.560
O -4.924 -4.349 8.691 -0.304
H -5.662 -4.949 10.513 0.298
H -6.507 -5.632 9.105 0.316
H -7.639 -3.533 10.350 0.326
H -7.538 -3.493 8.575 0.267
C -1.458 3.063 -4.482 -0.014
C -0.225 2.855 -3.636 0.272
O 0.855 2.799 -4.585 -0.181
S 0.516 3.752 -5.828 1.100
O 1.172 4.996 -5.642 -0.638
O 0.665 2.995 -7.022 -0.498
O -1.045 3.953 -5.531 -0.445
H -1.787 2.127 -4.940 0.277
H -2.277 3.495 -3.917 0.280
H -0.270 1.942 -3.050 -0.462
H -0.049 3.702 -2.972 0.281
C -3.740 5.474 0.492 -0.405
C -4.725 4.539 -0.177 -0.274
O -4.230 4.390 -1.514 -0.357
S -2.628 4.479 -1.498 0.862
O -2.107 3.158 -1.492 -0.200
O -2.223 5.450 -2.448 -0.636
O -2.461 5.090 -0.025 -0.314
H -3.924 6.514 0.211 0.309
H -3.754 5.385 1.575 0.359
H -5.738 4.934 -0.185 0.334
H -4.724 3.555 0.297 0.212
C 4.607 3.479 7.214 -0.311
C 4.025 2.902 8.487 -0.398
O 2.610 3.099 8.359 -0.338
S 2.196 2.993 6.812 1.183
O 1.723 1.680 6.556 -0.527
O 1.453 4.150 6.463 -0.566
O 3.673 3.120 6.190 -0.245
H 4.663 4.569 7.259 0.252
H 5.592 3.075 6.988 0.305
H 4.402 3.397 9.378 0.324
H 4.213 1.829 8.559 0.302
C 3.856 -5.285 0.417 -0.494
C 3.401 -3.919 -0.055 -0.074
O 2.845 -3.303 1.111 -0.140
S 3.637 -3.813 2.415 0.981
O 4.619 -2.840 2.757 -0.415
O 2.687 -4.293 3.353 -0.612
O 4.379 -5.066 1.732 -0.336
H 3.015 -5.978 0.495 0.322
H 4.619 -5.713 -0.229 0.330
H 2.659 -3.976 -0.848 0.170
H 4.245 -3.312 -0.391 0.243
```

Values from the calculation:
HOMO energy, Eh: -0.32902
Maximum force, Eh/bohr: 0.0446
Spin multiplicity: 1
SMILES: CCCCCCCCCc1cnc2ccccc2n1.O=S1(=O)OCCO1.O=S1(=O)OCCO1.O=S1(=O)OCCO1.O=S1(=O)OCCO1.O=S1(=O)OCCO1.O=S1(=O)OCCO1.O=S1(=O)OCCO1.O=S1(=O)OCCO1.O=S1(=O)OCCO1
E_tot, Eh: -7771.2540
Gap between HOMO and LUMO, Eh: 0.329

=====

Question: Which of these has the highest maximum force?
Answer: C35H60N2O36S9

=====

Question: Among the records above, which one has the lowest E_tot?
Answer: C35H60N2O36S9